An isolated ion of composition C2H5N2 and charge +1 in a non-equilibrium geometry, computed with ωB97M-V with the def2-TZVPD basis set.

Element x y z (Å)
C: -0.10029 -0.70098 -0.44247
C: 0.70891 0.01742 0.57039
N: 0.79561 1.34749 0.51846
N: -1.26653 -0.65655 -0.95293
H: -0.10475 0.07045 1.35782
H: 1.60066 -0.62929 0.78008
H: 1.79900 1.67783 0.61329
H: -1.44806 -1.09909 -1.90384
H: -1.98455 -0.02729 -0.54079

HOMO-LUMO gap (spin up / spin down): 8.58 / 9.90 eV
LUMO level (spin up / spin down): -6.79 / -5.71 eV
Charge: +1

***

An isolated ion of composition C2H5N2 and charge +1 in a non-equilibrium geometry, computed with ωB97M-V with the def2-TZVPD basis set.

Element x y z (Å)
C: 0.25453 0.05221 -0.71222
C: 0.23592 -1.24178 -0.16064
N: -1.00255 1.43458 0.93191
N: -0.91455 0.82979 -0.07483
H: 1.25007 0.42096 -0.26622
H: 0.05101 0.31662 -1.78585
H: 0.28244 -2.16720 -0.68303
H: 0.36949 -1.39702 0.86291
H: -0.52635 1.75185 1.88797

HOMO-LUMO gap (spin up / spin down): 7.52 / 10.26 eV
Spin multiplicity: 3
LUMO level (spin up / spin down): -6.34 / -7.89 eV
Charge: +1

***

A 2-piece molecular cluster, C2H5N2O overall in a non-equilibrium geometry, computed with ωB97M-V with the def2-TZVPD basis set.

Element x y z (Å)
C: -1.30736 -0.36411 -0.55784
C: 1.32588 0.61244 0.41944
N: -2.21131 -0.85320 1.59379
N: -1.82207 -0.63142 0.56837
O: 1.93802 0.63780 -0.68688
H: -1.35558 0.65763 -0.89843
H: -1.15126 -1.14349 -1.28044
H: 0.90911 1.54580 0.77849
H: 1.29628 -0.27419 1.05421
H: 2.37827 -0.18725 -0.99069

HOMO-LUMO gap (spin up / spin down): 6.76 / 6.76 eV
LUMO level (spin up / spin down): -6.58 / -6.58 eV
Charge: +1

***

An isolated ion of composition C2H5N2O and charge +1 in a non-equilibrium geometry, computed with ωB97M-V with the def2-TZVPD basis set.

Element x y z (Å)
N: 0.33650 -0.85789 -0.99822
C: 0.05330 0.44395 -0.38562
N: -0.54033 0.31140 0.94257
C: -0.57587 0.77302 2.08511
O: -0.73524 1.08204 3.18034
H: -0.48464 -1.34308 -1.16996
H: 0.95419 -1.49331 -0.57789
H: 0.82864 -0.89358 -1.88159
H: -0.76877 0.91108 -0.95329
H: 0.93223 1.06637 -0.24144

HOMO-LUMO gap: 10.89 eV
LUMO level: -4.25 eV
Charge: +1
SMILES: [NH3+]CN=C=O

***

One molecule with the formula C2H5N2O2P in a non-equilibrium geometry, computed with ωB97M-V with the def2-TZVPD basis set.

Element x y z (Å)
H: 2.91408 -2.23659 -0.47952
N: 2.90967 -1.31036 -0.02437
N: 1.81225 -0.75187 -0.18504
P: 1.43740 0.72723 0.51417
O: -0.07499 1.04484 -0.36558
C: -1.46292 0.91056 -0.02904
C: -1.81812 -0.53385 0.21632
O: -2.92967 -0.97614 0.24825
H: 2.08162 1.50444 -0.44369
H: -1.65562 1.44335 0.91426
H: -2.29037 1.34527 -0.75554
H: -0.92332 -1.16687 0.38977

HOMO-LUMO gap: 9.08 eV
LUMO level: -0.16 eV
SMILES: [H]/N=N/POCC=O

***

One molecule with the formula C2H5N3O in a non-equilibrium geometry, computed with ωB97M-V with the def2-TZVPD basis set.

Element x y z (Å)
N: 1.20498 -1.10128 -0.11619
N: 1.71429 0.19544 -0.17113
C: 0.69137 1.02733 -0.05781
N: -0.84210 0.87959 -0.15747
C: -1.64458 -0.29169 -0.36330
O: -2.74079 -0.38838 0.05098
H: 2.19085 -1.59581 0.05871
H: 0.90555 -1.09711 1.07889
H: 0.92836 2.05555 -0.08104
H: -1.48967 1.49668 0.47389
H: -0.91825 -1.18032 -0.71553

HOMO-LUMO gap: 9.83 eV
LUMO level: 0.35 eV
SMILES: N/N=C\NC=O

***

One molecule with the formula C2H5N3O in a non-equilibrium geometry, computed with ωB97M-V with the def2-TZVPD basis set.

Element x y z (Å)
H: -1.99832 -1.60338 -0.24991
N: -0.99758 -1.94211 -0.21998
C: -0.24904 -0.97454 0.02591
N: 1.10049 -0.96300 0.03640
N: -0.73328 0.35993 0.19000
C: -0.15953 1.61286 0.02736
O: 1.03902 1.81386 -0.06638
H: 1.53531 0.00758 0.12362
H: 1.58570 -1.76188 -0.25173
H: -1.73332 0.38019 0.43092
H: -0.83759 2.45298 0.11364

HOMO-LUMO gap: 10.00 eV
LUMO level: 0.63 eV
SMILES: [H]/N=C(/N)NC=O

***

One molecule with the formula C2H5N3O in a non-equilibrium geometry, computed with ωB97M-V with the def2-TZVPD basis set.

Element x y z (Å)
H: 0.65845 -0.67254 2.29087
N: 0.73568 -0.75808 1.28139
C: -0.14335 -0.09346 0.65308
N: -1.00863 0.86895 1.08835
N: -0.34025 -0.39146 -0.71298
C: 0.67761 -0.58252 -1.61988
O: -0.32260 0.64200 -1.65864
H: -1.52659 1.38403 0.39482
H: -0.97126 1.15671 2.05121
H: 1.65461 -0.13597 -1.45960
H: 0.58633 -1.41766 -2.30863

HOMO-LUMO gap: 10.16 eV
LUMO level: 1.00 eV
SMILES: [H]/N=C(\N)N1CO1

***

One molecule with the formula C2H5N3O in a non-equilibrium geometry, computed with ωB97M-V with the def2-TZVPD basis set.

Element x y z (Å)
C: -0.23751 -1.07387 -1.02736
C: -0.42357 -0.51314 0.32494
O: -0.41401 1.07327 0.45561
N: 0.89618 1.65748 0.48357
N: 0.13827 -0.91172 1.53058
N: -1.13430 -1.08143 1.37340
H: 0.81120 -1.33690 -1.18706
H: -0.84995 -1.97250 -1.15697
H: -0.54701 -0.36274 -1.79778
H: 0.90321 2.28320 -0.32132
H: 0.85750 2.23834 1.32238

HOMO-LUMO gap: 9.60 eV
LUMO level: 0.00 eV
SMILES: CC1(ON)N=N1

***

A 3-piece molecular cluster, C2H5N3O2 overall in a non-equilibrium geometry, computed with ωB97M-V with the def2-TZVPD basis set.

Element x y z (Å)
N: -0.72323 0.35463 -0.77168
C: 0.12022 -0.46235 -0.24752
C: 1.32648 1.05959 1.69869
O: -1.97573 0.39370 -0.22960
O: -0.82652 -1.16599 -2.12880
N: 0.19726 1.17300 1.19834
N: 1.09545 -1.17023 -0.12013
H: -2.34257 1.21685 -0.58473
H: -1.72397 -1.48085 -1.94392
H: 1.18362 -1.93825 -0.78159
H: 2.08382 0.34242 1.33957
H: 1.58518 1.67748 2.57138

HOMO-LUMO gap (spin up / spin down): 8.32 / 8.38 eV
LUMO level (spin up / spin down): -0.53 / -0.42 eV

***

One molecule with the formula C2H5N3O2 in a non-equilibrium geometry, computed with ωB97M-V with the def2-TZVPD basis set.

Element x y z (Å)
N: 2.52839 0.81319 0.25722
N: 1.98667 -0.33696 -0.61125
C: 0.86233 -0.77836 -0.25422
N: -0.11049 -0.21850 0.52723
O: -1.32431 -0.85675 0.39658
C: -2.21220 0.02968 -0.04950
O: -1.93302 1.20631 -0.33549
H: 3.68192 0.57024 0.23908
H: 2.29433 0.69883 1.21886
H: 0.60732 -1.60216 -0.99215
H: -0.05269 0.67040 -0.04797
H: -3.20502 -0.44582 -0.29668

HOMO-LUMO gap: 10.01 eV
LUMO level: 0.81 eV
SMILES: N/N=C\NOC=O

***

C2H5N3O2 as an isolated structure in a non-equilibrium geometry, computed with ωB97M-V with the def2-TZVPD basis set.

Element x y z (Å)
C: -0.71068 -1.02709 -0.13516
C: 0.93715 -0.78091 -0.03265
H: -1.63406 1.61365 1.38835
H: -0.87194 2.30996 -0.48364
H: -2.56190 -0.62150 -0.74045
H: 1.38536 -1.78431 0.31398
H: 3.56789 0.64835 0.13726
N: -1.62963 1.52423 0.09505
N: -1.69459 0.04920 -0.42299
N: 1.49880 0.33892 -0.08876
O: -1.16347 -2.14578 0.11754
O: 2.87707 -0.12472 -0.14854

HOMO-LUMO gap: 9.81 eV
LUMO level: 0.16 eV